[1]
{"formula": "C32H31BF6N3O6SSiTi", "method": "ωB97M-V/def2-TZVPD", "mol_weight_g_mol": 786.435, "multiplicity": 3, "total_charge": -1, "orbital_gap_ev": [5.30, 6.67], "elements": ["Ti", "F", "C", "C", "C", "C", "O", "C", "C", "N", "C", "C", "C", "C", "C", "C", "N", "C", "C", "N", "C", "C", "C", "O", "O", "H", "H", "H", "H", "H", "H", "H", "H", "H", "H", "H", "H", "H", "H", "H", "H", "H", "H", "F", "C", "C", "F", "C", "F", "C", "S", "C", "F", "C", "F", "C", "Si", "C", "C", "O", "H", "H", "H", "H", "H", "H", "H", "H", "H", "O", "B", "O", "C", "C", "C", "C", "C", "C", "H", "H", "H", "H"], "xyz": [[0.215, -0.182, -0.476], [-0.040, -5.975, 2.735], [0.984, -5.078, 2.801], [0.840, -3.927, 2.056], [1.801, -2.912, 2.113], [1.660, -1.700, 1.374], [0.665, -1.593, 0.492], [2.609, -0.661, 1.602], [3.689, -0.906, 2.388], [3.906, -2.123, 2.996], [5.147, -2.364, 3.670], [6.067, -3.412, 3.114], [6.415, -1.961, 2.983], [2.927, -3.121, 2.945], [3.051, -4.293, 3.665], [2.081, -5.318, 3.624], [2.291, -6.459, 4.407], [2.699, -6.257, 5.794], [4.105, -6.639, 6.081], [2.588, -9.373, 5.695], [2.525, -8.962, 4.290], [1.656, -7.721, 4.081], [2.471, 0.719, 1.016], [3.370, 1.526, 1.127], [1.329, 0.968, 0.419], [-0.041, -3.792, 1.445], [4.418, -0.133, 2.572], [5.100, -2.266, 4.751], [5.732, -3.933, 2.228], [6.615, -4.028, 3.816], [6.315, -1.516, 2.002], [7.214, -1.550, 3.584], [3.933, -4.465, 4.265], [2.020, -6.816, 6.452], [2.537, -5.197, 6.031], [4.398, -6.975, 7.065], [4.837, -6.645, 5.286], [1.656, -9.575, 6.039], [3.130, -10.221, 5.794], [2.117, -9.753, 3.646], [3.539, -8.750, 3.946], [0.721, -7.860, 4.649], [1.390, -7.700, 3.030], [-3.083, 2.791, 5.046], [-2.792, 2.534, 3.762], [-1.967, 1.478, 3.422], [-1.465, 0.691, 4.382], [-1.677, 1.241, 2.096], [-0.906, 0.173, 1.805], [-2.134, 2.035, 1.039], [-1.671, 1.752, -0.587], [-2.991, 3.075, 1.431], [-3.520, 3.876, 0.497], [-3.311, 3.323, 2.749], [-4.127, 4.340, 3.065], [-0.508, -3.859, -1.792], [-1.370, -2.285, -2.393], [-0.739, -1.897, -4.135], [-3.227, -2.588, -2.562], [-1.069, -1.086, -1.356], [-0.453, -4.633, -2.560], [-1.028, -4.277, -0.927], [0.508, -3.608, -1.477], [-1.067, -2.664, -4.840], [0.353, -1.858, -4.170], [-1.123, -0.933, -4.481], [-3.437, -3.198, -3.444], [-3.757, -1.639, -2.670], [-3.633, -3.103, -1.689], [0.563, 0.963, -2.559], [1.453, -0.072, -2.188], [2.377, -0.255, -3.216], [2.045, 0.638, -4.202], [2.636, 0.841, -5.428], [2.067, 1.812, -6.251], [0.955, 2.544, -5.851], [0.363, 2.339, -4.607], [0.934, 1.379, -3.803], [3.500, 0.270, -5.740], [2.503, 1.999, -7.224], [0.538, 3.287, -6.519], [-0.503, 2.893, -4.270]]}

***

[2]
{"formula": "C40H113N7O19", "method": "ωB97M-V/def2-TZVPD", "mol_weight_g_mol": 996.374, "orbital_gap_ev": 8.77, "elements": ["C", "C", "C", "O", "C", "N", "H", "H", "H", "H", "H", "H", "H", "H", "H", "H", "H", "C", "C", "C", "O", "C", "N", "H", "H", "H", "H", "H", "H", "H", "H", "H", "H", "H", "C", "C", "C", "O", "C", "N", "H", "H", "H", "H", "H", "H", "H", "H", "H", "H", "H", "C", "C", "C", "O", "C", "N", "H", "H", "H", "H", "H", "H", "H", "H", "H", "H", "H", "C", "C", "C", "O", "C", "N", "H", "H", "H", "H", "H", "H", "H", "H", "H", "H", "H", "C", "C", "C", "O", "C", "N", "H", "H", "H", "H", "H", "H", "H", "H", "H", "H", "H", "C", "C", "C", "O", "C", "N", "H", "H", "H", "H", "H", "H", "H", "H", "H", "H", "H", "C", "C", "O", "O", "H", "H", "H", "H", "H", "H", "C", "C", "O", "O", "H", "H", "H", "H", "H", "H", "C", "C", "O", "O", "H", "H", "H", "H", "H", "H", "C", "C", "O", "O", "H", "H", "H", "H", "H", "H", "C", "C", "O", "O", "H", "H", "H", "H", "H", "H", "C", "C", "O", "O", "H", "H", "H", "H", "H", "H"], "xyz": [[-13.293, -27.151, -0.550], [-13.610, -28.578, -0.144], [-14.206, -28.745, 1.227], [-13.330, -28.258, 2.279], [-13.649, -28.742, 3.607], [-14.406, -29.153, -1.205], [-12.911, -27.154, -1.571], [-12.552, -26.573, 0.003], [-14.186, -26.527, -0.522], [-12.733, -29.213, -0.266], [-14.495, -29.762, 1.492], [-15.134, -28.186, 1.348], [-14.698, -28.537, 3.822], [-13.049, -28.293, 4.398], [-13.532, -29.826, 3.614], [-14.092, -28.896, -2.130], [-15.357, -28.831, -1.090], [-8.537, -23.311, -4.814], [-8.289, -22.442, -3.605], [-6.886, -22.513, -3.011], [-6.489, -23.794, -2.684], [-5.258, -23.891, -2.049], [-8.639, -21.053, -4.006], [-8.281, -24.348, -4.596], [-7.940, -22.938, -5.647], [-9.569, -23.388, -5.156], [-9.045, -22.679, -2.857], [-6.901, -21.915, -2.100], [-6.142, -22.077, -3.678], [-5.196, -24.945, -1.778], [-5.233, -23.348, -1.104], [-4.518, -23.572, -2.783], [-8.166, -20.411, -3.387], [-8.178, -20.787, -4.864], [-19.410, -20.420, 4.297], [-18.354, -20.106, 5.356], [-17.112, -20.977, 5.035], [-16.613, -20.612, 3.692], [-15.418, -21.311, 3.418], [-17.990, -18.740, 5.141], [-19.700, -21.469, 4.351], [-19.231, -20.271, 3.232], [-20.351, -19.892, 4.451], [-18.617, -20.386, 6.376], [-17.323, -22.045, 5.090], [-16.363, -20.777, 5.802], [-15.564, -22.385, 3.303], [-14.554, -21.027, 4.020], [-15.146, -20.871, 2.459], [-18.731, -18.338, 4.584], [-17.292, -18.840, 4.418], [-11.349, -18.558, -3.517], [-11.649, -17.065, -3.518], [-13.088, -16.814, -2.950], [-13.517, -15.460, -3.151], [-14.928, -15.236, -2.971], [-10.723, -16.418, -2.619], [-12.048, -19.112, -4.144], [-11.377, -19.043, -2.542], [-10.411, -18.750, -4.038], [-11.636, -16.733, -4.556], [-13.089, -17.033, -1.883], [-13.791, -17.472, -3.461], [-15.451, -15.961, -3.594], [-15.118, -14.246, -3.386], [-15.226, -15.374, -1.931], [-10.847, -16.808, -1.696], [-10.839, -15.433, -2.425], [-5.629, -20.320, 1.096], [-6.884, -21.138, 1.131], [-7.531, -21.411, 2.487], [-6.748, -22.274, 3.244], [-6.717, -23.610, 2.819], [-7.858, -20.461, 0.220], [-5.761, -19.364, 1.603], [-5.337, -20.228, 0.050], [-4.823, -20.813, 1.640], [-6.668, -22.104, 0.675], [-8.528, -21.807, 2.289], [-7.862, -20.527, 3.033], [-6.104, -23.742, 1.927], [-7.718, -23.918, 2.515], [-6.305, -24.325, 3.531], [-8.623, -21.074, -0.022], [-8.431, -19.824, 0.755], [-12.199, -26.214, -6.147], [-12.786, -25.706, -4.809], [-12.764, -24.179, -4.751], [-13.110, -23.596, -3.545], [-13.399, -22.213, -3.708], [-14.129, -26.290, -4.716], [-11.162, -25.880, -6.186], [-12.798, -25.742, -6.926], [-12.301, -27.299, -6.161], [-12.122, -26.039, -4.012], [-13.438, -23.852, -5.542], [-11.799, -23.744, -5.011], [-12.539, -21.578, -3.921], [-14.002, -21.796, -2.902], [-14.082, -22.122, -4.552], [-14.637, -25.882, -3.944], [-14.628, -26.085, -5.570], [-9.764, -26.141, -2.257], [-9.263, -25.745, -0.898], [-8.088, -26.683, -0.466], [-7.524, -26.248, 0.777], [-6.795, -27.292, 1.389], [-8.722, -24.381, -0.913], [-10.190, -27.144, -2.290], [-8.964, -26.068, -2.993], [-10.487, -25.386, -2.568], [-10.009, -25.700, -0.104], [-7.273, -26.668, -1.189], [-8.503, -27.672, -0.274], [-6.087, -27.815, 0.746], [-7.500, -28.016, 1.796], [-6.134, -26.972, 2.194], [-8.075, -24.375, -1.688], [-8.182, -24.522, -0.071], [-17.963, -23.813, -3.130], [-16.642, -24.618, -3.471], [-15.594, -24.508, -2.468], [-17.645, -22.414, -3.144], [-18.341, -24.084, -2.145], [-18.718, -23.962, -3.903], [-16.154, -24.245, -4.371], [-16.926, -25.663, -3.596], [-14.766, -24.195, -2.838], [-17.248, -22.210, -2.294], [-10.454, -24.668, 2.736], [-11.982, -24.938, 2.855], [-12.617, -23.692, 2.979], [-9.862, -24.106, 3.942], [-10.335, -23.964, 1.912], [-10.030, -25.625, 2.433], [-12.048, -25.530, 3.768], [-12.441, -25.431, 1.998], [-12.273, -23.172, 3.709], [-10.188, -23.214, 4.083], [-16.616, -25.316, 2.457], [-16.235, -24.627, 1.152], [-16.864, -25.066, -0.082], [-17.947, -25.005, 2.835], [-16.077, -24.867, 3.291], [-16.419, -26.388, 2.446], [-15.166, -24.802, 1.032], [-16.560, -23.597, 1.298], [-16.307, -24.721, -0.784], [-18.114, -25.330, 3.723], [-11.553, -22.432, -1.245], [-12.651, -23.255, -0.443], [-13.339, -22.375, 0.509], [-10.385, -22.095, -0.510], [-11.998, -21.486, -1.554], [-11.169, -23.014, -2.083], [-12.229, -24.135, 0.041], [-13.399, -23.732, -1.077], [-13.076, -22.543, 1.417], [-9.817, -22.867, -0.566], [-15.707, -20.208, -0.840], [-16.385, -19.412, -1.908], [-16.853, -18.210, -1.263], [-15.806, -21.656, -0.971], [-16.114, -19.969, 0.142], [-14.669, -19.913, -0.686], [-17.197, -19.944, -2.402], [-15.615, -19.217, -2.655], [-17.581, -18.383, -0.662], [-15.083, -21.989, -0.435], [-10.999, -19.271, 1.789], [-11.225, -18.550, 0.440], [-11.056, -17.195, 0.585], [-9.809, -18.898, 2.408], [-11.080, -20.314, 1.481], [-11.795, -18.970, 2.469], [-12.228, -18.735, 0.054], [-10.429, -18.885, -0.225], [-11.692, -16.869, 1.226], [-9.643, -17.954, 2.460]]}

***

[3]
{"formula": "C2H7N3", "method": "ωB97M-V/def2-TZVPD", "mol_weight_g_mol": 73.099, "multiplicity": 2, "total_charge": 1, "orbital_gap_ev": [10.88, 6.74], "elements": ["C", "N", "C", "N", "N", "H", "H", "H", "H", "H", "H", "H"], "xyz": [[-1.778, 0.249, 0.379], [-0.520, 0.751, -0.188], [0.581, -0.204, -0.244], [1.638, 0.456, 0.357], [0.154, -1.432, -0.324], [-1.704, -0.811, 0.305], [-1.811, 0.500, 1.435], [-2.614, 0.610, -0.187], [-0.124, 1.577, 0.264], [2.545, -0.033, 0.311], [1.539, 0.235, -0.923], [0.941, -2.064, -0.472]]}

***

[4]
{"formula": "C4H10N2", "method": "ωB97M-V/def2-TZVPD", "mol_weight_g_mol": 86.138, "orbital_gap_ev": 7.57, "elements": ["C", "N", "N", "C", "H", "H", "H", "H", "H", "H", "C", "C", "H", "H", "H", "H"], "xyz": [[0.741, 0.162, -0.315], [1.679, -0.548, 0.460], [0.505, 1.530, 0.279], [0.605, 0.059, -1.653], [2.279, -1.128, -0.112], [1.234, -1.088, 1.191], [1.376, 1.938, 0.626], [0.065, 2.156, -0.393], [0.887, -0.854, -2.155], [0.098, 0.812, -2.239], [-1.151, -0.365, 1.094], [-2.007, -0.947, 0.262], [-2.871, -1.538, 0.569], [-1.342, -0.516, 2.165], [-0.252, 1.232, 1.040], [-1.844, -0.906, -0.819]]}

***

Energy values, unit eV, following the record order: -109257.01610; -92637.19164; -6645.04928; -7285.64135.